Entry 1:
C7H6FNOS | ωB97M-V with the def2-TZVPD basis set

Calculated values
DFT total energy ... -24441.771 eV
Orbital gap ... 0.300 Eh
Energy above the lowest of the compared OMol25 structures with the same formula, charge and spin ... 2.424 eV
Maximum force ... 0.132 hartree/bohr

Structure (ORCA input):
```
! RIJCOSX wB97M-V def2-TZVPD def2/J DEFGRID3
* xyz 0 1
C 0.778 1.770 -0.988
C 0.106 0.697 -0.324
C 0.756 -0.237 0.379
C 0.260 -1.496 0.853
C -1.000 -1.729 0.619
C -1.858 -0.741 0.002
C -1.171 0.425 -0.494
H 2.242 2.019 0.711
H 3.223 2.396 -0.856
H 1.893 -0.107 0.362
H 0.865 -2.242 1.156
H -2.416 -2.916 0.950
H -2.996 -0.679 0.418
N 1.944 2.085 -0.304
O -1.539 -2.799 1.203
F -1.785 1.467 -1.205
S 0.699 2.087 -2.480
*
```

***

Entry 2:
C3H7NO | ωB97M-V with the def2-TZVPD basis set

Calculated values
DFT total energy ... -6760.249 eV
Orbital gap ... 0.339 Eh
SMILES ... C=CN.C=O
Energy above the lowest of the compared OMol25 structures with the same formula, charge and spin ... 2.502 eV
Maximum force ... 0.035 hartree/bohr

Structure (ORCA input):
```
! RIJCOSX wB97M-V def2-TZVPD def2/J DEFGRID3
* xyz 0 1
C -1.037 -0.843 0.980
C -0.855 0.308 0.320
N -1.591 0.683 -0.804
H -1.876 -1.502 0.777
H -0.547 -0.992 1.952
H -0.006 0.849 0.698
H -2.512 0.322 -0.955
H -1.479 1.644 -1.068
C 2.463 -0.152 -0.468
O 2.476 0.795 0.268
H 3.202 -0.998 -0.300
H 1.763 -0.113 -1.400
*
```

***

Entry 3:
C4H6O2 | ωB97M-V with the def2-TZVPD basis set

Calculated values
DFT total energy ... -8337.155 eV
Orbital gap (spin up / spin down) ... 0.266 / 0.266 Eh
Energy above the lowest of the compared OMol25 structures with the same formula, charge and spin ... 3.306 eV
Maximum force ... 0.006 hartree/bohr

Structure (ORCA input):
```
! RIJCOSX wB97M-V def2-TZVPD def2/J DEFGRID3
* xyz 0 1
O 0.179 -2.135 -0.107
C 0.690 -0.952 -0.234
C 0.171 0.201 -0.959
C 0.128 1.246 0.130
C -0.598 0.844 1.234
O -1.001 -0.344 1.386
H -0.783 -2.074 -0.251
H 1.697 -0.890 0.173
H 0.922 0.481 -1.708
H -0.786 -0.018 -1.455
H 0.544 2.234 -0.021
H -0.865 1.603 1.991
*
```

***

Entry 4:
CH3FN2 | ωB97M-V with the def2-TZVPD basis set

Calculated values
DFT total energy ... -6777.152 eV
Orbital gap (spin up / spin down) ... 0.280 / 0.385 Eh
Energy above the lowest of the compared OMol25 structures with the same formula, charge and spin ... 5.742 eV
Maximum force ... 0.078 hartree/bohr

Structure (ORCA input):
```
! RIJCOSX wB97M-V def2-TZVPD def2/J DEFGRID3
* xyz 0 1
C 0.468 1.074 -0.078
N 1.074 0.905 0.948
N -0.435 -1.384 -0.595
F -1.437 -1.383 0.363
H 0.316 1.832 -0.721
H 1.016 -0.034 1.471
H -1.002 -1.009 -1.389
*
```

***

Look up the maximum force of the third one. 0.006 hartree/bohr